Entry 1:
ORCA calculation (wB97M-V/def2-TZVPD) on C70H69As2BrN4O10S5TeV as an isolated structure.

The geometry in XYZ format:
```
163
Properties=species:S:1:pos:R:3:forces:R:3:lowdin_charge:R:1
V 0.967787 0.140915 1.685509 -1.376 4.061 2.645 0.079
C 1.097531 -0.412732 6.286670 0.153 0.217 -0.191 -0.133
C 1.168246 0.160240 4.893777 -0.291 0.032 -0.033 -0.717
S 0.236748 -0.699154 3.678299 0.087 -0.382 0.476 0.712
C 1.873714 1.248714 4.563998 -0.134 0.251 0.004 -0.707
C 2.643177 2.127361 5.512153 -0.090 -0.321 -0.093 -0.129
S 1.942324 1.760288 2.880860 0.175 0.221 0.780 0.771
H 0.356257 -1.208898 6.313020 0.004 -0.022 0.100 0.045
H 0.828242 0.358108 7.013426 0.013 -0.062 0.139 0.059
H 2.073258 -0.825720 6.552793 -0.029 -0.084 0.157 0.077
H 2.385252 1.917623 6.551431 0.066 0.053 0.060 0.055
H 2.424962 3.173486 5.284784 0.061 0.056 0.099 0.052
H 3.716393 1.973239 5.372449 0.073 0.067 0.088 0.071
N -0.751655 -0.150006 1.120605 -4.214 -0.470 -0.952 -0.524
S -2.123234 0.250454 0.824078 1.282 -0.198 0.261 0.767
N -2.414169 1.611671 -0.085669 -0.819 0.694 0.585 -0.332
S -2.261159 3.014003 0.628379 0.412 -0.313 -1.487 0.848
N -0.899395 3.250332 1.378209 -0.412 0.406 0.021 -0.342
S 0.481782 3.044322 0.494091 -0.279 -0.728 -0.385 0.754
N 0.953928 1.677333 0.186563 -0.014 1.340 -0.144 -0.519
C 0.227382 3.979961 -1.010479 0.688 0.503 -0.351 -0.302
C 0.272282 3.302170 -2.223466 -0.049 -0.171 0.509 -0.077
C 0.197817 3.998934 -3.411239 -0.024 0.190 -0.166 -0.060
C 0.109164 5.388216 -3.398341 -0.034 -0.158 0.095 -0.078
C 0.113190 6.068348 -2.187034 0.068 0.076 -0.203 -0.081
C 0.198915 5.378461 -0.993424 0.016 -0.370 0.074 -0.086
C 1.530455 4.218723 1.372029 -0.136 0.761 0.133 -0.400
C 1.040318 4.998748 2.414214 -0.062 -0.155 -0.144 -0.102
C 1.785143 6.067690 2.874359 0.154 0.106 0.045 -0.081
C 3.014801 6.370116 2.299162 -0.021 -0.137 -0.056 -0.088
C 3.506143 5.574882 1.271538 0.059 0.171 0.132 -0.073
C 2.762067 4.507628 0.803642 -0.262 -0.488 -0.147 -0.076
C -3.511646 3.354827 1.792957 -0.136 0.094 0.849 -0.329
C -3.240828 4.034678 2.989091 0.290 -0.185 -0.561 -0.071
C -4.281401 4.366491 3.829176 -0.466 0.118 0.156 -0.089
C -5.594824 4.047134 3.497045 0.215 -0.039 -0.104 -0.093
C -5.861346 3.414147 2.281058 -0.142 0.138 0.211 -0.087
C -4.839958 3.087162 1.422178 0.551 -0.141 -0.167 -0.070
C -2.591299 4.184292 -0.611834 0.177 -0.594 0.444 -0.365
C -2.558998 5.547086 -0.237308 -0.135 0.155 0.233 -0.119
C -3.024039 6.502371 -1.109450 -0.076 -0.118 0.154 -0.120
C -3.546123 6.138383 -2.353067 -0.011 0.192 -0.231 -0.126
C -3.604739 4.785538 -2.708248 -0.033 -0.075 0.134 -0.107
C -3.144668 3.813085 -1.851507 -0.144 -0.226 -0.169 -0.093
C -3.006078 -0.967385 -0.123868 -0.330 0.072 -0.053 -0.317
C -3.816571 -0.636774 -1.200995 0.069 0.175 0.145 -0.092
C -4.549453 -1.634177 -1.823037 -0.031 -0.125 -0.069 -0.081
C -4.486459 -2.942126 -1.355970 0.074 0.093 0.072 -0.073
C -3.689556 -3.256240 -0.261473 -0.106 -0.064 -0.139 -0.059
C -2.936805 -2.270830 0.350306 0.215 0.232 0.236 -0.058
C -3.106196 0.410590 2.315878 -0.649 -0.319 -0.131 -0.290
C -4.433528 -0.015248 2.305492 0.190 0.024 -0.009 -0.073
C -5.156903 -0.018189 3.484422 -0.158 -0.011 -0.002 -0.088
C -4.567737 0.406393 4.664602 0.235 0.091 0.035 -0.083
C -3.242004 0.829466 4.667193 -0.398 -0.026 0.117 -0.062
C -2.505839 0.822736 3.498806 0.340 0.379 -0.403 -0.112
H 0.368818 2.226025 -2.203668 -0.024 0.083 -0.149 0.029
H 0.220262 3.458819 -4.348477 0.001 -0.069 -0.028 0.106
H 0.045203 5.933105 -4.331090 -0.007 0.040 0.000 0.096
H 0.039113 7.148698 -2.182359 0.031 0.006 0.058 0.106
H 0.233162 5.896171 -0.046091 -0.018 0.141 -0.037 0.112
H 0.089233 4.744915 2.855484 -0.016 0.031 0.020 0.090
H 1.408228 6.675865 3.687304 -0.028 -0.020 0.009 0.099
H 3.584558 7.220569 2.651507 0.025 -0.017 0.013 0.094
H 4.466557 5.797664 0.825509 0.012 -0.029 -0.013 0.102
H 3.115147 3.883326 -0.008218 0.096 0.020 -0.034 0.126
H -2.212218 4.259186 3.233073 0.002 -0.052 0.115 0.096
H -4.076026 4.862605 4.769314 0.055 0.014 0.001 0.101
H -6.403481 4.282694 4.174863 -0.019 0.027 0.023 0.092
H -6.882006 3.164950 2.020551 -0.004 0.004 -0.057 0.103
H -5.023672 2.603038 0.471115 -0.102 -0.052 0.014 0.117
H -2.176933 5.809166 0.741734 0.032 0.147 -0.007 0.107
H -2.980439 7.547135 -0.826164 0.004 0.020 0.023 0.098
H -3.908583 6.894782 -3.035696 -0.005 0.035 -0.016 0.079
H -4.013500 4.495815 -3.668123 0.015 -0.022 -0.035 0.096
H -3.180208 2.762378 -2.100474 -0.025 0.013 -0.137 0.076
H -3.870051 0.392926 -1.523475 -0.017 0.007 -0.067 0.091
H -5.183376 -1.388190 -2.665691 0.026 0.013 -0.032 0.100
H -5.067212 -3.716251 -1.841222 -0.036 -0.020 -0.006 0.098
H -3.652472 -4.257208 0.144736 0.067 0.009 -0.040 0.085
H -2.311184 -2.502185 1.203128 0.011 -0.087 -0.030 0.083
H -4.893104 -0.340365 1.382598 -0.048 -0.042 -0.005 0.110
H -6.188937 -0.346619 3.477549 -0.006 -0.003 -0.002 0.100
H -5.143259 0.421720 5.581005 -0.002 -0.037 0.045 0.096
H -2.785577 1.172384 5.586013 0.076 -0.022 0.000 0.111
H -1.479138 1.164383 3.487242 -0.029 -0.059 0.037 0.065
C 5.512673 -3.881863 -0.468199 -0.058 0.109 0.069 -0.100
O 4.172853 -3.639000 -0.840715 -0.018 0.146 -0.112 -0.170
C 3.324210 -3.314362 0.224970 0.952 0.325 0.843 -0.563
O 3.875502 -3.065848 1.327765 -0.225 -0.088 -0.349 -0.034
C 1.992262 -3.294450 -0.106133 -0.546 -0.086 -0.123 -0.427
C 1.615924 -3.789221 -1.427866 -0.334 0.177 -0.200 -0.401
As 2.132177 -5.657432 -1.437977 -0.135 0.109 -0.223 1.357
C 1.372399 -6.526198 -3.074103 -0.105 -0.041 0.157 -0.308
C 0.567997 -5.997799 -0.261022 -0.183 0.138 0.258 -0.325
C 0.100001 -5.218417 0.725773 0.046 0.242 -0.105 -0.285
As 0.538630 -3.266183 1.171213 0.998 -1.239 -0.319 1.354
C 1.457941 -3.883968 2.806730 0.073 -0.009 0.103 -0.281
C -1.023619 -5.629670 1.578169 -0.594 -0.012 0.161 -0.537
O -2.023220 -4.949442 1.692256 -0.009 -0.216 -0.054 0.058
O -0.984146 -6.780166 2.298359 0.022 0.120 -0.118 -0.028
C 0.251914 -7.408691 2.621046 0.257 -0.086 0.137 -0.060
C -0.029292 -7.314709 -0.545472 0.092 -0.596 0.091 -0.566
O 0.586015 -8.352432 -0.439552 -0.173 0.071 0.026 0.070
O -1.313372 -7.385087 -0.977980 0.114 0.011 0.005 -0.021
C -1.998428 -6.232241 -1.458285 -0.096 0.203 -0.150 -0.056
C 0.662405 -3.241857 -2.195116 0.509 -0.152 -0.174 -0.525
O -0.114279 -2.207637 -1.900821 -0.102 0.399 0.042 -0.398
O 0.445844 -3.799519 -3.443546 -0.245 0.209 -0.036 -0.124
C -0.722351 -3.378205 -4.117583 -0.063 -0.019 0.099 -0.074
H 6.039540 -4.129199 -1.389893 0.007 -0.033 -0.014 0.079
H 5.582709 -4.713025 0.240664 0.037 0.043 -0.042 0.087
H 5.961680 -2.998065 -0.009265 0.037 -0.030 0.026 0.077
H 1.979814 -6.237572 -3.931945 0.016 0.091 0.055 0.012
H 0.343171 -6.235142 -3.265157 -0.028 0.030 -0.048 0.000
H 1.429707 -7.609095 -2.953121 0.057 0.008 0.078 0.008
H 2.163237 -4.677243 2.556001 -0.048 0.062 -0.045 0.033
H 0.703794 -4.252349 3.507922 -0.049 0.071 -0.017 0.022
H 1.999154 -3.059643 3.263371 -0.059 0.041 0.000 -0.008
H 0.030906 -8.466081 2.756850 0.009 0.021 -0.030 0.091
H 0.631380 -6.991696 3.557544 -0.012 0.003 -0.052 0.089
H 1.003594 -7.297993 1.843152 -0.050 0.001 0.043 0.078
H -2.984717 -6.210290 -0.996107 0.023 -0.063 -0.005 0.086
H -2.098532 -6.327936 -2.542471 -0.039 0.018 0.039 0.090
H -1.483643 -5.299832 -1.227243 0.018 -0.066 -0.005 0.085
H -0.788447 -4.002545 -5.009825 -0.022 0.038 -0.008 0.088
H -0.663704 -2.323787 -4.400719 -0.042 -0.077 -0.035 0.072
H -1.611485 -3.525606 -3.494133 -0.033 0.037 -0.081 0.085
Br 8.604540 0.285799 2.287466 0.020 -0.048 0.002 0.662
C 6.931617 0.124440 1.375770 0.141 0.080 0.041 -0.673
C 6.879940 0.470993 0.035275 -0.054 0.000 0.023 -0.149
C 5.651526 0.422492 -0.609808 0.064 0.097 -0.004 -0.068
C 4.516815 0.019547 0.074899 -0.141 -0.132 0.116 -0.001
C 4.611688 -0.385416 1.401153 0.057 -0.598 -0.294 -0.109
C 5.826642 -0.312165 2.073599 -0.158 -0.053 -0.116 -0.051
C 3.425700 -0.951556 2.137504 0.284 1.662 2.052 -0.535
O 3.437991 -1.082129 3.349054 0.408 -0.736 -1.309 0.068
O 2.274796 -0.799691 1.459181 4.559 -4.008 -1.467 -0.313
H 7.776211 0.777113 -0.486553 0.001 0.026 0.013 0.088
H 5.587783 0.703045 -1.653829 -0.033 0.003 -0.016 0.099
H 3.545057 0.000483 -0.404613 0.035 -0.098 -0.023 0.078
H 5.863647 -0.608575 3.111747 0.041 -0.016 0.008 0.119
C 0.878377 -0.144086 -7.909083 -0.001 -0.009 0.074 -0.063
C 0.848438 -0.072583 -6.405453 0.018 -0.016 0.048 -0.281
C -0.307674 0.308419 -5.737102 0.027 0.030 -0.046 -0.040
C -0.380217 0.321043 -4.348513 -0.014 0.074 0.199 -0.326
C -1.701714 0.622218 -3.694649 0.090 -0.050 -0.124 -0.084
C 0.748241 -0.013983 -3.579224 -0.012 -0.010 0.118 -0.324
Te 0.509612 -0.258329 -1.390241 -0.005 -1.245 -1.890 1.664
C 1.912869 -0.407830 -4.249563 0.173 -0.010 0.210 -0.285
C 3.137492 -0.873833 -3.508691 -0.098 0.015 -0.036 -0.058
C 1.946369 -0.436025 -5.643033 -0.098 0.018 -0.007 -0.024
H 0.065999 0.443676 -8.336188 -0.005 0.000 -0.059 0.066
H 0.761419 -1.177007 -8.244810 -0.008 -0.003 -0.036 0.077
H 1.822151 0.226993 -8.309581 0.025 0.013 -0.006 0.071
H -1.185416 0.577963 -6.316764 -0.042 0.006 0.020 0.106
H -2.467780 0.824578 -4.445553 -0.009 0.076 -0.014 0.079
H -1.619959 1.469763 -3.013698 -0.127 -0.041 0.043 0.038
H -2.005939 -0.246415 -3.110092 -0.081 0.052 0.061 0.052
H 3.148450 -0.464930 -2.501798 0.150 -0.066 0.005 0.018
H 4.047330 -0.588091 -4.038720 0.032 -0.001 -0.002 0.076
H 3.116036 -1.961786 -3.416897 0.054 -0.030 0.126 0.091
H 2.854249 -0.779013 -6.128519 0.036 0.042 -0.062 0.114
```
Positions in Å, forces in eV/Å.

Charge = -2
2S+1 = 2

=====

Entry 2:
ORCA calculation (wB97M-V/def2-TZVPD) on one molecule with the formula C15H29N3O3S.

The geometry in XYZ format:
```
51
Properties=species:S:1:pos:R:3:forces:R:3:nbo_charge:R:1
C 5.168232 1.993901 0.856654 0.178 -0.012 -0.135 -0.609
C 5.831051 0.662772 0.523534 -0.028 0.265 0.007 -0.420
C 5.045620 -0.523392 1.048573 -0.497 -0.161 -0.690 -0.637
S 3.704900 -0.980233 -0.096179 0.313 0.013 0.720 2.305
O 4.208713 -0.920394 -1.438048 0.004 0.336 -0.154 -0.952
O 3.176391 -2.239107 0.363522 -0.068 0.132 0.205 -0.961
N 2.595510 0.260176 0.121622 0.811 -0.777 -0.233 -0.696
C 1.582043 0.002573 1.120798 -0.309 -0.346 0.503 -0.228
C 0.460880 -0.890676 0.587918 0.029 0.060 0.035 -0.416
C -0.155179 -0.289583 -0.684580 0.107 0.050 -0.123 -0.315
C -0.968559 0.954846 -0.327256 -0.096 -0.655 0.001 0.692
O -0.581333 2.097957 -0.466593 0.237 0.446 -0.150 -0.650
N -2.167934 0.659110 0.219247 -0.387 -0.083 0.166 -0.624
C -3.157213 1.660221 0.538253 -0.155 0.168 -0.120 -0.234
C -4.430341 1.409851 -0.273522 0.281 0.038 0.128 -0.214
N -4.908310 0.062680 -0.053952 -0.119 0.030 -0.139 -0.460
C -5.499063 -0.172082 1.262523 0.120 -0.022 0.345 -0.227
C -6.612566 -1.211316 1.055605 0.050 -0.033 -0.029 -0.413
C -6.435562 -1.657215 -0.396915 -0.031 0.140 -0.082 -0.404
C -5.860449 -0.406583 -1.046485 -0.013 -0.194 -0.136 -0.212
C 0.951775 0.009441 -1.700945 -0.109 0.233 0.152 -0.403
C 2.061278 0.859547 -1.085068 0.038 0.201 -0.712 -0.246
H 5.125941 2.138346 1.934484 -0.047 0.059 0.121 0.198
H 5.735820 2.814299 0.424551 0.025 0.125 0.003 0.211
H 4.157201 2.021870 0.463255 -0.039 0.134 0.029 0.222
H 5.913870 0.548912 -0.558764 0.199 0.026 0.031 0.231
H 6.840117 0.646056 0.943151 -0.038 -0.102 -0.046 0.210
H 4.577701 -0.329216 2.008841 -0.064 -0.041 0.184 0.228
H 5.652988 -1.422831 1.114312 -0.050 -0.137 0.000 0.245
H 2.069718 -0.482236 1.967987 -0.181 0.101 0.141 0.216
H 1.180613 0.969677 1.440298 0.101 -0.034 0.042 0.212
H 0.891859 -1.865193 0.353150 -0.126 0.024 0.045 0.241
H -0.300844 -1.018451 1.359697 0.007 -0.043 0.010 0.212
H -0.844746 -1.022321 -1.120054 0.027 0.062 0.065 0.218
H -2.518958 -0.286564 0.204312 0.122 -0.013 -0.126 0.407
H -3.380621 1.627399 1.609882 -0.009 0.109 -0.054 0.188
H -2.729137 2.634174 0.292966 -0.080 -0.086 0.113 0.241
H -5.186287 2.172668 -0.012838 0.007 -0.082 -0.034 0.170
H -4.195116 1.510120 -1.336231 0.007 0.067 0.032 0.203
H -4.724614 -0.544581 1.939715 -0.098 0.101 0.114 0.190
H -5.906299 0.755127 1.691664 0.045 -0.018 -0.004 0.175
H -7.590463 -0.747495 1.187213 -0.001 -0.019 0.029 0.204
H -6.534335 -2.041457 1.754712 -0.062 0.012 0.047 0.215
H -7.367033 -1.980574 -0.856341 -0.011 -0.060 -0.029 0.214
H -5.709590 -2.467690 -0.458606 0.008 -0.040 -0.055 0.204
H -5.344663 -0.609213 -1.987357 -0.077 0.051 -0.031 0.202
H -6.660025 0.329681 -1.236513 0.006 -0.008 -0.005 0.160
H 0.534532 0.534855 -2.561147 0.027 -0.042 -0.055 0.221
H 1.386616 -0.934102 -2.038990 -0.052 -0.011 -0.075 0.216
H 2.889746 0.958507 -1.785957 -0.143 0.154 -0.051 0.233
H 1.670686 1.846964 -0.827684 0.137 -0.119 -0.002 0.236
```
Positions in Å, forces in eV/Å.

Structure (SMILES) = CCCS(=O)(=O)N1CCC(C(=O)NCCN2CCCC2)CC1

=====

The records above give, respectively, E values of -13928.45606 -1377.14858 Ha.
The records above give, respectively, M values of 1694.967 331.482 u.